52
Properties=species:S:1:pos:R:3:mulliken_charge:R:1 method="wB97M-V/def2-TZVPD" e_homo_ev=-7.595 homo_lumo_gap_ev=7.68 lumo_energy_ev=0.09 largest_force_ha_per_bohr=0.01464 molar_mass_g_mol=513.34 e_above_lowest_kcal_mol=9.36
C -1.15 -3.05 -3.14 0.690
C 5.85 0.02 0.01 -0.557
H -4.29 -4.92 -4.41 0.410
H 6.86 -0.20 0.35 0.379
H -0.69 0.05 -3.23 0.283
Br -2.18 -5.38 -6.41 -0.197
H -1.61 2.74 1.17 0.504
H -4.37 -3.66 -2.28 0.414
O -0.07 -1.72 -1.53 -0.001
O 1.32 -1.00 0.80 -0.099
H -0.43 -2.66 2.05 0.461
C -1.90 -0.53 1.82 -0.564
H 4.15 1.33 -2.61 0.430
C -3.45 -3.69 -2.86 -0.936
H -2.83 -0.08 1.47 0.143
H -1.97 -3.21 1.31 0.302
C 4.77 -0.27 0.83 -0.753
C -1.08 2.19 0.40 -0.665
C -0.87 0.51 2.19 -0.529
O 2.44 -0.24 2.56 -0.684
Al 0.25 -0.39 -0.44 0.949
H -2.35 -2.46 -1.47 0.394
O 1.07 -2.26 -3.38 -0.671
H -2.29 2.49 -1.34 0.580
C 5.62 0.59 -1.23 -0.530
C 4.33 0.87 -1.64 -0.790
S 1.63 1.14 -1.41 -0.668
H -0.48 -3.12 0.34 0.277
H 6.45 0.82 -1.88 0.367
C 0.09 -2.33 -2.68 -0.183
C -1.04 -2.67 1.14 -1.033
C 2.37 -0.43 1.36 0.411
H -0.01 0.06 2.67 0.224
C -1.43 0.72 -2.81 -0.936
H -2.96 1.28 -0.25 0.218
H -2.13 -1.16 2.68 0.581
C -2.04 1.68 -0.66 -0.661
C 3.47 -0.01 0.42 0.255
O -1.36 -1.31 0.75 0.116
C -2.24 -4.42 -4.78 -0.095
H -1.29 1.29 2.83 0.496
C -3.42 -4.39 -4.05 -0.340
H -0.33 2.83 -0.05 0.273
H 4.92 -0.71 1.81 0.424
O -0.37 1.09 0.96 -0.388
C -1.11 -3.75 -4.34 -0.674
O -1.35 0.64 -1.37 0.086
C -2.33 -3.02 -2.40 0.080
H -2.43 0.45 -3.14 0.243
H -1.18 1.74 -3.13 0.424
C 3.23 0.58 -0.83 0.913
H -0.18 -3.76 -4.91 0.626

=====

15
Properties=species:S:1:pos:R:3:mulliken_charge:R:1 method="wB97M-V/def2-TZVPD" e_homo_ev=-9.062 homo_lumo_gap_ev=9.65 lumo_energy_ev=0.59 largest_force_ha_per_bohr=0.10489 molar_mass_g_mol=105.14 smiles="C=Cc1ccccn1" e_above_lowest_kcal_mol=41.43
H 2.69 1.43 0.25 0.152
C -2.25 0.18 0.04 -0.375
C 0.45 -0.21 0.01 0.921
C 2.89 0.34 0.04 -0.660
C 1.87 -0.48 -0.06 -0.147
H 0.54 2.01 -0.01 0.205
C -0.04 1.09 -0.01 -0.435
C -1.66 -1.10 -0.01 -0.352
N -0.24 -1.34 -0.05 -0.524
H -3.32 0.28 0.18 0.375
H 4.13 0.01 0.11 0.198
H -2.23 -1.92 0.29 0.391
C -1.36 1.28 -0.06 -0.190
H 2.27 -1.50 -0.10 0.284
H -1.87 2.50 -0.11 0.155

=====

14
Properties=species:S:1:pos:R:3:mulliken_charge:R:1 method="wB97M-V/def2-TZVPD" e_homo_ev=-9.761 homo_lumo_gap_ev=9.75 lumo_energy_ev=-0.01 largest_force_ha_per_bohr=0.11880 molar_mass_g_mol=110.12 smiles="C=C(C)n1ncnn1" e_above_lowest_kcal_mol=107.49
N -0.12 0.24 -0.10 0.899
C -1.18 -0.69 0.21 0.558
N 0.78 -0.09 -0.99 -0.709
H -1.50 -2.62 -0.47 0.365
H -1.73 -0.02 2.19 0.277
N 1.42 1.72 0.21 -0.387
C -1.97 -0.65 1.26 -0.676
H 0.26 -2.36 0.10 0.224
H -2.58 -1.58 1.49 0.266
N 0.17 1.30 0.65 -0.524
H 2.71 0.66 -1.33 0.318
C -0.67 -1.86 -0.50 -0.934
H -0.15 -1.81 -1.67 0.270
C 1.68 0.79 -0.75 0.053

=====

20
Properties=species:S:1:pos:R:3:mulliken_charge:R:1 method="wB97M-V/def2-TZVPD" e_homo_ev="-16.459 / -16.596" charge=+2 homo_lumo_gap_ev="6.60 / 6.78" lumo_energy_ev="-9.85 / -9.81" largest_force_ha_per_bohr=0.17116 molar_mass_g_mol=142.16 e_above_lowest_kcal_mol=138.29
H 1.18 -0.71 2.81 0.354
C 1.57 0.25 -1.90 0.150
H -4.29 -0.43 -0.03 0.399
H 0.18 1.37 -2.79 0.203
N -2.34 -0.20 0.26 0.180
C 0.16 -0.12 2.86 -1.349
H -2.12 -0.17 2.22 0.477
H 0.39 0.83 3.29 0.314
N 1.03 0.92 -2.94 -0.290
H 1.30 0.80 -3.85 0.237
O -3.52 -0.64 0.68 -0.413
N 2.81 -0.37 -1.90 -0.321
C -1.52 -0.14 1.31 -0.294
C -0.16 -0.06 1.40 0.579
H -0.53 -0.71 3.38 0.472
H 3.29 -0.74 -1.16 0.226
N 0.61 -0.07 0.37 0.057
H 3.37 -0.23 -2.78 0.263
H -2.39 0.18 -0.55 0.193
C 0.98 0.25 -0.67 0.562

=====

63
Properties=species:S:1:pos:R:3:mulliken_charge:R:1 method="wB97M-V/def2-TZVPD" e_homo_ev=-11.210 charge=+1 homo_lumo_gap_ev=5.66 lumo_energy_ev=-5.54 largest_force_ha_per_bohr=0.02504 molar_mass_g_mol=799.56 e_above_lowest_kcal_mol=0.00
C -3.93 2.68 -1.63 -0.676
H -3.16 -1.04 2.93 -0.217
H -8.01 -1.98 -0.82 0.298
C -7.10 -0.72 2.21 -1.031
H -4.39 -1.35 4.15 0.510
H -5.05 2.47 2.24 0.400
F 1.36 1.03 -0.68 -0.191
Si -4.77 -0.37 -0.19 -0.172
N -0.70 2.44 0.75 -0.348
Si -5.94 -1.30 -2.02 0.344
C -5.36 -3.06 -2.31 -1.031
Te -2.41 -1.06 -0.86 -0.414
S -0.81 2.18 4.71 -0.176
H -7.54 -1.26 3.05 0.409
C -5.34 -3.22 1.67 -1.099
H -3.38 2.23 1.74 -0.150
H -0.79 -1.29 3.72 0.431
C -0.86 0.65 2.64 -0.574
C 0.41 0.10 -0.89 0.169
H -8.34 -1.58 -2.50 0.415
C -6.75 2.39 -0.45 -1.039
H -8.12 -0.29 -1.32 0.319
H -4.30 -3.12 -2.54 0.339
C -0.55 4.35 2.16 -0.860
H -7.09 0.34 2.47 0.272
H -6.14 -3.55 1.02 0.271
F 0.97 -1.10 -0.70 -0.171
C -4.33 2.67 1.44 -0.582
H -0.23 5.18 -1.11 0.457
H -0.55 4.77 3.16 0.463
H -2.88 2.39 -1.55 -0.077
Si -5.37 -1.35 1.88 0.284
H -3.98 3.77 -1.64 0.401
Pt -0.97 0.36 0.62 1.845
H -4.25 0.26 3.41 0.253
C -4.18 -0.82 3.22 -0.574
H -5.91 -3.48 -3.16 0.372
H -5.47 -3.71 2.64 0.404
C -7.77 -1.28 -1.62 -1.064
H -4.20 3.76 1.37 0.397
H -0.53 2.72 -1.28 0.540
H -4.31 2.31 -2.58 0.338
C -0.53 3.22 -0.32 -0.070
F 0.08 0.20 -2.19 -0.151
H -6.11 0.70 -3.50 0.286
C -0.80 -0.21 3.77 -0.641
H -7.38 1.90 0.29 0.304
C -0.37 4.58 -0.22 -1.036
C -0.78 0.48 4.94 -0.389
H -5.56 -3.70 -1.45 0.265
C -0.71 2.98 1.99 0.827
H -7.76 -0.85 1.35 0.293
H -0.26 6.22 1.17 0.464
H -6.90 3.47 -0.35 0.414
H -5.91 -0.78 -4.45 0.416
C -0.83 1.98 3.02 0.382
H -7.08 2.09 -1.44 0.250
C -5.58 -0.26 -3.54 -1.040
H -0.77 0.08 5.94 0.503
H -4.52 -0.05 -3.65 0.324
H -4.39 -3.56 1.25 0.360
Si -4.93 1.99 -0.20 0.224
C -0.39 5.15 1.05 -0.471

=====

50
Properties=species:S:1:pos:R:3:mulliken_charge:R:1 method="wB97M-V/def2-TZVPD" e_homo_ev=-8.062 homo_lumo_gap_ev=8.85 lumo_energy_ev=0.79 largest_force_ha_per_bohr=0.01011 molar_mass_g_mol=338.40 smiles="CCCCCCc1ccc(OCC(=O)OC)cc1OCC(=O)OC" e_above_lowest_kcal_mol=32.16
C -1.76 -0.89 0.46 0.054
O -2.94 2.57 0.43 -0.654
C -1.91 2.06 0.06 0.715
H 2.32 -0.59 1.24 0.316
H -3.06 2.99 -2.04 0.301
H -6.73 1.90 1.16 0.242
C -0.46 -0.51 0.17 0.278
H 2.20 -1.55 -1.66 0.604
H 6.83 -0.38 1.18 0.318
C 2.70 -1.20 0.41 -0.395
O -3.51 -2.58 0.29 -0.462
O 0.08 0.70 0.52 -0.439
H -5.31 -2.39 1.12 0.358
C -1.40 -2.98 -0.65 -1.031
H 4.51 -1.40 -0.74 0.300
O -1.61 1.77 -1.20 -0.222
H -3.40 1.24 -2.09 0.246
H -4.04 -1.50 1.98 0.381
C 4.17 -0.87 0.16 -0.658
H -5.13 2.22 0.41 0.198
C -4.41 -1.78 0.99 -0.565
C 4.43 0.62 0.01 -0.274
C -0.77 1.70 1.01 -0.626
H 3.84 1.00 -0.83 0.247
H -2.12 1.93 -3.14 0.241
H -2.41 -0.21 1.00 0.624
C 6.80 0.68 0.95 -1.175
H 7.82 1.01 0.74 0.372
C -0.10 -2.61 -0.92 -0.566
H 2.61 -2.25 0.70 0.320
H 4.10 1.14 0.91 0.255
C -2.24 -2.12 0.05 0.236
O -5.52 0.28 1.03 -0.351
C -4.81 -0.51 0.23 0.724
H -0.14 2.59 1.13 0.397
C 5.90 0.95 -0.25 -0.566
H 0.54 -3.28 -1.47 0.419
C -2.62 2.00 -2.18 -0.598
C 1.81 -0.97 -0.82 -1.025
C -5.97 1.52 0.48 -0.525
H -6.39 1.36 -0.52 0.300
H 5.98 2.01 -0.52 0.337
H 6.44 1.22 1.82 0.286
H 6.25 0.37 -1.11 0.310
H -1.20 1.45 1.99 0.317
O -4.54 -0.27 -0.91 -0.580
C 0.39 -1.37 -0.53 0.135
H 4.75 -1.25 1.01 0.287
H -1.79 -3.94 -0.97 0.455
H 1.83 0.09 -1.08 0.137

=====

29
Properties=species:S:1:pos:R:3:mulliken_charge:R:1 method="wB97M-V/def2-TZVPD" e_homo_ev=-12.501 charge=+1 homo_lumo_gap_ev=9.06 lumo_energy_ev=-3.44 largest_force_ha_per_bohr=0.01574 molar_mass_g_mol=291.12 smiles="CCOCCOCc1[nH]c[n+](N=C=O)c1Br"
H 2.53 -0.35 2.98 0.449
C 2.76 -0.66 -0.24 -0.335
C -2.10 -0.35 -1.31 -0.719
O 5.98 -0.86 2.74 -0.247
C 0.59 -1.70 -1.07 -0.763
C 1.52 -1.15 -0.02 0.928
H -1.11 -0.52 0.61 0.171
H -3.87 1.63 -1.42 0.356
C 5.29 -0.40 1.95 0.703
C -1.54 -1.19 -0.15 -0.207
C -3.13 1.68 -0.62 -0.241
H -1.56 -0.56 -2.23 0.372
H -3.01 3.34 0.80 0.296
H -2.35 -1.73 0.33 0.381
C 2.37 -0.55 1.93 0.029
H -1.76 3.30 -0.44 0.283
C -2.82 3.13 -0.25 -1.064
O -0.61 -2.20 -0.56 -0.468
H 1.11 -2.54 -1.53 0.461
H -3.35 3.83 -0.88 0.291
H -3.15 -0.58 -1.48 0.385
N 1.30 -1.06 1.34 -0.005
H -3.56 1.18 0.26 0.294
H 0.45 -1.35 1.80 0.298
N 3.28 -0.29 1.00 0.529
Br 3.70 -0.45 -1.82 -0.043
O -1.93 1.03 -1.03 -0.353
N 4.55 0.26 1.19 -1.156
H 0.44 -0.96 -1.86 0.377

=====

19
Properties=species:S:1:pos:R:3:mulliken_charge:R:1 method="wB97M-V/def2-TZVPD" e_homo_ev="1.466 / -3.662" charge=-1 homo_lumo_gap_ev="1.86 / 6.97" lumo_energy_ev="3.33 / 3.30" largest_force_ha_per_bohr=0.02057 molar_mass_g_mol=100.16 spin_multiplicity=2 e_above_lowest_kcal_mol=31.99
C 2.47 -0.30 0.65 -0.326
H -4.49 -0.02 -0.07 1.284
H 3.03 0.44 1.23 0.232
H 4.03 -1.57 0.04 0.203
C -1.19 0.50 0.01 -0.490
H 2.11 -1.06 1.34 0.384
C 1.30 0.41 -0.10 -0.343
H -3.62 1.57 0.02 0.655
H -2.42 -1.12 -0.18 0.563
H -3.73 0.67 -1.52 0.490
N 3.31 -0.97 -0.36 -0.689
C -0.03 -0.13 0.32 -1.093
C -3.63 0.57 -0.43 -3.931
H 3.90 -0.30 -0.82 0.218
H -1.15 1.53 -0.35 0.490
N -2.40 -0.11 -0.07 0.714
H -0.09 -1.00 0.96 0.141
H 1.27 1.48 0.13 0.256
H 1.48 0.26 -1.16 0.242